Computed, not measured: a 2-piece molecular cluster, C3H10N2O2 overall at a distorted geometry, with the ωB97M-V functional and the def2-TZVPD basis.

Geometry (Å):
C: 1.511 -0.662 0.511
H: 1.021 -1.132 1.239
H: -2.575 -2.592 1.401
O: -1.346 0.479 1.218
N: 1.306 1.009 -1.379
H: -0.775 2.166 -1.386
H: -1.759 -1.361 1.343
H: 1.497 0.504 -2.259
H: 2.061 -1.529 0.036
N: -1.366 1.726 -0.648
H: 2.163 0.030 1.024
H: -2.114 2.145 -0.066
H: -0.011 -0.645 -1.102
C: 0.488 0.145 -0.417
C: -0.707 0.849 0.207
O: -1.627 -2.336 1.296
H: 2.233 1.204 -1.016

Output
Structure (SMILES) ... C[C@H](N)C(N)=O.O
Energy relative to the best compared isomer or geometry (same formula, charge and spin) ... 30.4 kcal/mol
HOMO level ... -9.83 eV
LUMO ... 0.71 eV
Calculated total energy ... -10348.1715 eV
Kohn-Sham gap ... 0.387 Eh
Max |F| ... 4.39 eV/A

***

Computed, not measured: a 2-piece molecular cluster, C3H10N2O2 overall at a distorted geometry, with the ωB97M-V functional and the def2-TZVPD basis.

Geometry (Å):
H: 0.987 0.732 -2.618
C: 0.587 0.837 -0.663
C: -0.560 -1.050 0.282
N: 0.763 1.423 -1.958
H: -2.399 -1.855 -0.411
H: -1.180 -3.024 0.100
H: 1.494 0.295 -0.273
H: 0.749 0.848 2.373
H: -2.123 -2.084 1.343
H: 0.388 1.662 0.200
H: 1.393 2.136 -1.936
H: -1.126 -0.136 -1.537
C: -1.673 -2.113 0.322
H: 1.909 1.852 2.230
O: 0.951 1.700 2.178
O: 0.292 -1.067 1.098
N: -0.451 -0.157 -0.730

Output
Structure (SMILES) ... CC(=O)NCN.O
Energy relative to the best compared isomer or geometry (same formula, charge and spin) ... 33.4 kcal/mol
HOMO level ... -8.90 eV
LUMO ... 0.88 eV
Calculated total energy ... -10348.0399 eV
Kohn-Sham gap ... 0.359 Eh
Max |F| ... 4.95 eV/A

***

Computed, not measured: a 2-piece molecular cluster, C3H10N2O2 overall at a distorted geometry, with the ωB97M-V functional and the def2-TZVPD basis.

Geometry (Å):
H: -2.903 -2.389 0.550
H: -2.031 -0.290 1.072
O: 4.711 2.319 0.502
H: 3.981 1.724 0.325
H: -2.185 -0.291 -0.667
C: -1.865 -2.301 0.187
C: -1.714 -0.824 0.160
H: 4.758 2.520 1.443
H: -1.204 -2.793 0.893
H: -1.324 1.773 -0.628
H: -1.809 -2.894 -0.738
H: 0.399 -1.014 0.603
C: 0.358 0.525 -0.641
H: 0.014 2.421 -1.157
N: -0.268 -0.493 0.060
N: -0.471 1.531 -1.136
O: 1.554 0.477 -0.827

Output
Structure (SMILES) ... CCNC(N)=O.O
Energy relative to the best compared isomer or geometry (same formula, charge and spin) ... 16.6 kcal/mol
HOMO level ... -9.52 eV
LUMO ... 0.69 eV
Calculated total energy ... -10348.7661 eV
Kohn-Sham gap ... 0.375 Eh
Max |F| ... 3.28 eV/A

***

Computed, not measured: a 2-piece molecular cluster, C3H10N2O2 overall at a distorted geometry, with the ωB97M-V functional and the def2-TZVPD basis.

Geometry (Å):
C: 1.700 -1.436 -0.524
H: 2.691 -1.408 -0.988
N: -1.293 -0.247 0.866
C: -2.009 -0.467 -0.383
H: -2.991 0.015 -0.353
H: 0.077 2.712 1.697
N: -0.650 1.818 0.176
H: 0.122 -0.315 0.435
O: -1.162 1.060 1.167
H: -1.458 -0.075 -1.244
H: 1.905 0.331 0.761
O: -0.096 2.908 0.755
H: 1.727 -2.149 0.300
H: 1.003 -1.818 -1.275
H: -2.143 -1.545 -0.472
C: 1.289 -0.051 -0.053
H: 1.287 0.670 -0.864

Output
Energy relative to the best compared isomer or geometry (same formula, charge and spin) ... 200.0 kcal/mol
HOMO level (alpha / beta) ... -8.72 / -8.69 eV
LUMO (alpha / beta) ... 0.45 / -0.62 eV
Calculated total energy ... -10340.8141 eV
Kohn-Sham gap (alpha / beta) ... 0.337 / 0.297 Eh
Max |F| ... 2.67 eV/A

***

Computed, not measured: a single C3H10N2O2 molecule at a distorted geometry, with the ωB97M-V functional and the def2-TZVPD basis.

Geometry (Å):
H: -1.861 -0.984 1.182
H: -0.434 0.755 2.177
H: -1.241 1.469 -1.310
O: 0.142 0.828 1.406
H: 0.136 1.393 -2.410
C: -0.228 -0.139 0.509
C: -0.160 1.387 -1.363
H: 0.363 -0.883 -1.428
O: 1.927 0.074 -0.564
H: 2.080 0.713 0.146
C: 0.574 -0.087 -0.719
H: -1.917 -0.765 -0.446
N: -1.632 -0.336 0.426
H: 0.314 2.207 -0.832
H: 0.307 -2.431 0.541
H: 1.299 -1.546 1.487
N: 0.330 -1.656 1.200

Output
Structure (SMILES) ... C[C@@H](O)C(N)(N)O
Energy relative to the best compared isomer or geometry (same formula, charge and spin) ... 59.1 kcal/mol
HOMO level ... -8.79 eV
LUMO ... 0.78 eV
Calculated total energy ... -10346.9234 eV
Kohn-Sham gap ... 0.352 Eh
Max |F| ... 5.96 eV/A

***

Computed, not measured: a 3-piece molecular cluster, C3H10N2O2 overall at a distorted geometry, with the ωB97M-V functional and the def2-TZVPD basis.

Geometry (Å):
H: -0.243 1.775 2.097
H: -0.813 -0.374 -2.866
H: -2.231 -0.956 -0.918
N: 0.031 -0.344 -2.291
O: -1.319 -0.617 -0.804
N: 0.511 -0.957 1.327
H: 0.938 1.606 -0.827
H: -1.606 0.682 1.772
C: 1.059 0.660 -0.332
H: -0.112 -1.153 2.098
H: 0.592 -1.767 0.724
H: -1.152 1.892 0.584
O: 2.265 0.079 -0.527
C: -0.757 1.196 1.321
H: 0.280 -1.323 -2.142
C: 0.196 0.243 0.668
H: 2.359 -0.641 0.117

Output
Energy relative to the best compared isomer or geometry (same formula, charge and spin) ... 152.1 kcal/mol
HOMO level (alpha / beta) ... -6.86 / -7.56 eV
LUMO (alpha / beta) ... -1.02 / 0.45 eV
Calculated total energy ... -10342.8921 eV
Kohn-Sham gap (alpha / beta) ... 0.215 / 0.294 Eh
Max |F| ... 1.08 eV/A

***

Computed, not measured: C3H10N2O2 as an isolated structure at a distorted geometry, with the ωB97M-V functional and the def2-TZVPD basis.

Geometry (Å):
H: -1.101 0.436 1.325
N: 0.126 -1.543 1.160
C: -0.974 0.690 0.269
H: 1.261 0.086 0.629
H: -1.429 2.491 -0.591
C: 0.493 -0.543 0.161
O: -0.345 2.829 1.061
H: 0.912 -2.134 1.420
H: 2.045 -1.627 -0.935
O: -1.865 0.118 -0.578
H: 0.598 3.002 0.931
H: 0.428 -1.837 -1.586
N: -0.729 2.019 -0.026
H: -0.618 -2.134 0.804
H: -1.157 -0.443 -1.062
H: 1.256 -0.304 -1.854
C: 1.100 -1.105 -1.129

Output
Energy relative to the best compared isomer or geometry (same formula, charge and spin) ... 109.6 kcal/mol
HOMO level ... -8.33 eV
LUMO ... 0.85 eV
Calculated total energy ... -10344.7333 eV
Kohn-Sham gap ... 0.337 Eh
Max |F| ... 4.71 eV/A

***

Computed, not measured: a 2-piece molecular cluster, C3H10N2O2 overall, with the ωB97M-V functional and the def2-TZVPD basis.

Geometry (Å):
O: 1.882 1.590 0.194
N: 2.145 -0.406 -0.613
C: -1.326 1.064 0.614
O: 2.445 -0.863 0.509
H: 0.016 -0.572 1.037
H: -0.696 -2.048 -0.777
H: -1.678 -0.949 1.279
H: -0.637 1.621 -0.014
H: 2.117 -1.034 -1.428
C: -1.066 -1.024 -0.776
H: -1.281 1.473 1.621
H: -2.099 -1.033 -1.120
H: -0.489 -0.437 -1.487
H: 2.130 1.039 0.979
H: -2.331 1.216 0.230
C: -0.983 -0.421 0.623
N: 1.849 0.784 -0.870

Output
Structure (SMILES) ... [O-]/[NH+]=N\O.CCC
Energy relative to the best compared isomer or geometry (same formula, charge and spin) ... 110.0 kcal/mol
HOMO level ... -9.91 eV
LUMO ... 0.86 eV
Calculated total energy ... -10344.7157 eV
Kohn-Sham gap ... 0.396 Eh
Max |F| ... 0.97 eV/A

***

> What is the formula in the seventh record?

C3H10N2O2

***

> The highest max |F| belongs to which entry?

number 5